Density functional theory data (ωB97M-V/def2-TZVPD) for the molecule C21H27ClN2O5.

```
56
Properties=species:S:1:pos:R:3
C -7.615 1.654 2.680
O -7.022 0.460 2.171
C -5.655 0.485 2.167
C -4.975 0.839 0.999
C -5.748 1.231 -0.228
C -3.588 0.810 1.007
C -2.874 0.453 2.144
C -1.376 0.454 2.045
O -0.807 0.363 0.971
N -0.695 0.614 3.209
C 0.758 0.656 3.214
C 1.380 -0.736 3.179
C 2.892 -0.683 3.173
O 3.312 0.013 2.017
C 4.714 0.034 1.852
C 4.998 0.704 0.529
N 4.388 -0.039 -0.561
C 4.993 -0.081 -1.786
O 6.194 -0.015 -1.952
C 4.068 -0.327 -2.892
C 3.316 -0.526 -3.806
C 2.420 -0.767 -4.926
C 3.116 -0.895 -6.291
C 2.094 -1.686 -7.109
O 1.215 -2.326 -6.176
C 1.692 -2.113 -4.861
C -3.556 0.086 3.296
C -4.939 0.101 3.297
Cl -5.797 -0.393 4.722
H -8.690 1.506 2.628
H -7.317 1.826 3.715
H -7.332 2.516 2.071
H -5.106 1.189 -1.107
H -6.604 0.576 -0.377
H -6.129 2.251 -0.146
H -3.031 1.057 0.112
H -1.200 0.812 4.053
H 1.084 1.220 2.342
H 1.077 1.193 4.110
H 1.050 -1.310 4.048
H 1.032 -1.254 2.284
H 3.270 -0.171 4.070
H 3.311 -1.697 3.170
H 5.192 0.588 2.671
H 5.108 -0.990 1.848
H 4.611 1.727 0.556
H 6.070 0.737 0.341
H 3.379 -0.040 -0.571
H 1.671 0.028 -4.967
H 3.358 0.069 -6.733
H 4.042 -1.455 -6.163
H 1.487 -1.043 -7.748
H 2.569 -2.441 -7.739
H 2.396 -2.897 -4.555
H 0.840 -2.113 -4.183
H -3.042 -0.255 4.185
```

Values from the calculation:
orbital gap	0.360	Eh
largest force on an atom	0.01232	Eh/bohr
E	-47953.7434	eV
SMILES	COc1c(C)cc(C(=O)NCCCOCCNC(=O)C#C[C@H]2CCOC2)cc1Cl
LUMO energy	0.57	eV

The Löwdin scheme yields these atomic charges, measured in e: number 1, C, carries -0.064; number 2, O, carries -0.128; number 3, C, carries -0.292; number 4, C, carries -0.175; number 5, C, carries -0.021; number 6, C, carries 0.032; number 7, C, carries -0.125; number 8, C, carries -0.445; number 9, O, carries 0.068; number 10, N, carries 0.068; number 11, C, carries -0.176; number 12, C, carries -0.154; number 13, C, carries -0.232; number 14, O, carries -0.153; number 15, C, carries -0.212; number 16, C, carries -0.150; number 17, N, carries 0.070; number 18, C, carries -0.505; number 19, O, carries 0.072; number 20, C, carries 0.106; number 21, C, carries 0.037; number 22, C, carries -0.294; number 23, C, carries -0.116; number 24, C, carries -0.182; number 25, O, carries -0.128; number 26, C, carries -0.170; number 27, C, carries -0.055; number 28, C, carries -0.561; number 29, Cl, carries 0.722; number 30, H, carries 0.095; number 31, H, carries 0.075; number 32, H, carries 0.090; number 33, H, carries 0.082; number 34, H, carries 0.088; number 35, H, carries 0.085; number 36, H, carries 0.126; number 37, H, carries 0.126; number 38, H, carries 0.120; number 39, H, carries 0.127; number 40, H, carries 0.119; number 41, H, carries 0.120; number 42, H, carries 0.127; number 43, H, carries 0.126; number 44, H, carries 0.128; number 45, H, carries 0.130; number 46, H, carries 0.131; number 47, H, carries 0.124; number 48, H, carries 0.139; number 49, H, carries 0.156; number 50, H, carries 0.120; number 51, H, carries 0.122; number 52, H, carries 0.117; number 53, H, carries 0.117; number 54, H, carries 0.132; number 55, H, carries 0.131; number 56, H, carries 0.108

Density functional theory data (ωB97M-V/def2-TZVPD) for a cluster of 4 separate species, C31H33FN5O3P in total.

```
74
Properties=species:S:1:pos:R:3
C 4.036 -3.483 -1.610
N 3.553 -2.580 -2.682
C 2.834 -1.401 -2.182
C 1.282 -1.432 -2.509
C 0.545 -2.692 -2.659
C -0.871 -2.678 -2.935
C -1.636 -1.422 -3.122
C -0.928 -0.169 -2.978
C 0.515 -0.197 -2.653
C 1.209 1.218 -2.462
C 0.276 2.113 -1.549
C 0.382 2.062 0.023
N -0.591 2.924 -2.033
C -3.167 -1.513 -3.429
O -3.735 -0.739 -4.151
C -3.886 -2.696 -2.692
F -5.169 -2.557 -2.213
C -3.190 -3.848 -2.520
P -3.886 -5.343 -1.610
C -4.959 -4.769 -0.182
O -2.512 -6.036 -0.853
C -1.719 -3.987 -3.059
O -1.295 -5.002 -3.539
H 3.813 -4.565 -1.785
H 5.159 -3.379 -1.570
H 3.641 -3.223 -0.587
H 3.039 -3.072 -3.408
H 2.898 -1.263 -1.072
H 3.241 -0.514 -2.748
H 1.078 -3.666 -2.533
H -1.430 0.812 -3.099
H 2.120 1.027 -1.829
H 1.450 1.712 -3.434
H -0.419 1.398 0.449
H 1.406 1.742 0.356
H 0.175 3.106 0.389
H -0.524 2.875 -3.062
H -4.800 -3.681 0.064
H -6.029 -4.995 -0.413
H -4.695 -5.379 0.730
H -1.968 -5.257 -0.617
N -2.732 7.660 1.306
C -1.649 7.758 0.527
C -1.138 6.709 -0.222
C -1.782 5.483 -0.158
C -2.906 5.355 0.645
C -3.337 6.468 1.350
H -1.177 8.735 0.512
H -0.259 6.848 -0.838
H -1.413 4.636 -0.727
H -3.435 4.414 0.721
H -4.213 6.418 1.989
N -1.763 8.767 5.372
C -1.550 8.201 4.178
C -0.849 7.018 3.999
C -0.335 6.385 5.120
C -0.541 6.952 6.367
C -1.258 8.136 6.438
H -1.968 8.734 3.333
H -0.710 6.604 3.009
H 0.219 5.459 5.022
H -0.154 6.487 7.265
H -1.448 8.616 7.393
N 4.620 -6.070 0.481
C 5.612 -6.960 0.590
C 5.531 -8.116 1.350
C 4.357 -8.365 2.042
C 3.315 -7.457 1.947
C 3.496 -6.333 1.157
H 6.511 -6.720 0.033
H 6.366 -8.803 1.399
H 4.255 -9.257 2.648
H 2.383 -7.617 2.473
H 2.708 -5.595 1.048
```

Values from the calculation:
orbital gap	0.276	Eh
largest force on an atom	0.04901	Eh/bohr
E	-58277.8198	eV
SMILES	[H]/N=C(/C)Cc1cc2c(cc1CNC)C(=O)C(P(C)O)=C(F)C2=O.c1ccncc1.c1ccncc1.c1ccncc1
LUMO energy	-1.20	eV

The Löwdin scheme yields these atomic charges, measured in e: number 1, C, carries -0.148; number 2, N, carries -0.132; number 3, C, carries -0.188; number 4, C, carries -0.101; number 5, C, carries 0.044; number 6, C, carries -0.061; number 7, C, carries -0.049; number 8, C, carries 0.055; number 9, C, carries -0.117; number 10, C, carries -0.083; number 11, C, carries -0.385; number 12, C, carries -0.033; number 13, N, carries 0.109; number 14, C, carries -0.251; number 15, O, carries 0.138; number 16, C, carries -0.166; number 17, F, carries 0.047; number 18, C, carries -0.206; number 19, P, carries 0.921; number 20, C, carries -0.289; number 21, O, carries -0.339; number 22, C, carries -0.334; number 23, O, carries 0.116; number 24, H, carries 0.067; number 25, H, carries 0.078; number 26, H, carries 0.074; number 27, H, carries 0.092; number 28, H, carries 0.126; number 29, H, carries 0.114; number 30, H, carries 0.123; number 31, H, carries 0.110; number 32, H, carries 0.095; number 33, H, carries 0.127; number 34, H, carries 0.087; number 35, H, carries 0.077; number 36, H, carries 0.070; number 37, H, carries 0.064; number 38, H, carries 0.042; number 39, H, carries 0.039; number 40, H, carries 0.048; number 41, H, carries 0.043; number 42, N, carries 0.042; number 43, C, carries -0.164; number 44, C, carries -0.071; number 45, C, carries -0.084; number 46, C, carries -0.068; number 47, C, carries -0.153; number 48, H, carries 0.106; number 49, H, carries 0.101; number 50, H, carries 0.055; number 51, H, carries 0.102; number 52, H, carries 0.106; number 53, N, carries 0.055; number 54, C, carries -0.152; number 55, C, carries -0.075; number 56, C, carries -0.086; number 57, C, carries -0.084; number 58, C, carries -0.162; number 59, H, carries 0.083; number 60, H, carries 0.088; number 61, H, carries 0.102; number 62, H, carries 0.098; number 63, H, carries 0.100; number 64, N, carries 0.055; number 65, C, carries -0.149; number 66, C, carries -0.073; number 67, C, carries -0.080; number 68, C, carries -0.073; number 69, C, carries -0.155; number 70, H, carries 0.104; number 71, H, carries 0.102; number 72, H, carries 0.106; number 73, H, carries 0.102; number 74, H, carries 0.099

Density functional theory data (ωB97M-V/def2-TZVPD) for the molecule C3H5NO2.

```
11
Properties=species:S:1:pos:R:3
C -1.130 -0.472 0.586
C -0.292 0.672 0.107
N -0.752 1.842 0.134
O 1.062 0.443 -0.157
C 1.573 -0.664 -0.761
O 1.067 -1.279 -1.657
H -0.717 -0.903 1.507
H -1.241 -1.274 -0.149
H -2.081 -0.005 0.812
H -0.033 2.513 -0.129
H 2.543 -0.872 -0.293
```

Values from the calculation:
orbital gap	0.428	Eh
largest force on an atom	0.01764	Eh/bohr
E	-8776.6927	eV
SMILES	[H]/N=C(/C)OC=O
LUMO energy	0.82	eV

The Löwdin scheme yields these atomic charges, measured in e: number 1, C, carries -0.016; number 2, C, carries -0.454; number 3, N, carries 0.168; number 4, O, carries 0.032; number 5, C, carries -0.311; number 6, O, carries 0.106; number 7, H, carries 0.095; number 8, H, carries 0.084; number 9, H, carries 0.081; number 10, H, carries 0.069; number 11, H, carries 0.147

Density functional theory data (ωB97M-V/def2-TZVPD) for a structure of composition C3H6ClNOS.

```
13
Properties=species:S:1:pos:R:3
C 2.493 -0.468 0.129
C -1.202 0.089 1.158
C -0.853 0.144 -1.244
N -0.517 0.677 0.092
O 2.230 -1.600 0.201
S 0.931 1.358 0.174
Cl 3.975 0.225 -0.022
H -0.687 -0.724 1.668
H -1.673 0.730 1.895
H -2.094 -0.548 0.723
H -1.250 -0.825 -1.147
H -1.540 0.864 -1.821
H 0.187 0.078 -1.807
```

Values from the calculation:
orbital gap	0.301	Eh
largest force on an atom	0.08508	Eh/bohr
E	-30100.9173	eV
LUMO energy	-0.06	eV

The Löwdin scheme yields these atomic charges, measured in e: number 1, C, carries -0.986; number 2, C, carries -0.183; number 3, C, carries -0.148; number 4, N, carries -0.725; number 5, O, carries 0.010; number 6, S, carries 0.804; number 7, Cl, carries 0.714; number 8, H, carries 0.079; number 9, H, carries 0.076; number 10, H, carries 0.119; number 11, H, carries 0.047; number 12, H, carries 0.105; number 13, H, carries 0.089